Molecular formula: C4H5NO
Method: DFT, wB97M-V/def2-TZVPD

```
! wB97M-V def2-TZVPD RIJCOSX def2/J DEFGRID3
* xyz 0 1
O 0.99923 0.09760 0.92135
N -0.16042 -0.72076 1.24677
C 0.88690 0.35218 -0.36386
C -0.49206 -0.26096 -1.04541
C -0.89741 -0.93602 0.23131
C -0.32341 1.23062 -0.74498
H -0.48813 -0.73642 -2.09064
H -0.34097 1.92034 -1.64478
H 1.84020 0.35534 -1.03897
H -0.96736 1.77397 -0.02460
H -1.95868 -1.36362 0.23848
*
```

## Properties
SMILES string ... C1=NO[C@@H]2C[C@H]12

***

Molecular formula: C4H5NO
Method: DFT, wB97M-V/def2-TZVPD

```
! wB97M-V def2-TZVPD RIJCOSX def2/J DEFGRID3
* xyz 0 1
O -0.04343 0.91832 2.63778
N 0.49417 1.10261 -0.71714
C 0.55211 0.30808 -1.96881
C -0.47327 -0.18026 2.30306
C 0.10281 0.37745 0.15061
C -0.42579 -0.57769 0.93050
H -0.49285 0.11171 -2.23017
H -0.87592 -1.42524 0.41992
H 1.02628 0.88408 -2.75160
H 1.07043 -0.64233 -1.79795
H -0.93765 -0.86922 3.02970
*
```

## Properties
SMILES string ... CN=C=CC=O

***

Molecular formula: C4H5NO
Method: DFT, wB97M-V/def2-TZVPD

```
! wB97M-V def2-TZVPD RIJCOSX def2/J DEFGRID3
* xyz 0 1
O 0.11925 -0.83641 -1.36481
N -0.70298 2.58371 0.33164
C -1.03713 -0.89634 -0.53838
C 0.89262 0.51667 0.56839
C 0.00887 1.67694 0.42359
C 0.30505 -0.78095 0.03343
H 0.76232 -1.67156 0.46857
H 1.14461 0.40852 1.62888
H -1.68115 -0.01893 -0.58099
H -1.54499 -1.86007 -0.52111
H 1.82579 0.71783 0.03025
*
```

## Properties
SMILES string ... N#CC[C@H]1CO1

***

Molecular formula: C4H5NO
Method: DFT, wB97M-V/def2-TZVPD

```
! wB97M-V def2-TZVPD RIJCOSX def2/J DEFGRID3
* xyz 0 1
O -3.06863 0.04800 -0.03766
N -2.25215 0.56728 -0.69033
C -0.56160 -1.53370 0.25814
C -0.19289 -0.36090 -0.21836
C 1.61669 1.15238 0.42948
C 0.92489 0.54904 -0.51433
H 1.22980 0.78884 -1.60716
H 1.33383 1.09379 1.42936
H 2.48088 1.69621 0.23923
H 0.09738 -2.30775 0.51114
H -1.60820 -1.69321 0.20048
*
```

***

Molecular formula: C4H5NO
Method: DFT, wB97M-V/def2-TZVPD

```
! wB97M-V def2-TZVPD RIJCOSX def2/J DEFGRID3
* xyz 0 1
O 0.87763 -0.03554 0.59630
N -1.31786 0.97394 -1.67555
C -0.59718 -0.00681 -1.34782
C -0.00562 -0.70444 -0.24313
C -0.20946 -1.95196 0.03630
C 0.53703 1.36470 0.57479
H 0.70080 2.03972 1.75545
H -0.63412 1.53867 0.44712
H 0.34603 -2.62804 0.54009
H -0.95573 -2.50917 -0.56904
H 1.25849 1.91892 -0.11450
*
```

***

Molecular formula: C4H5NO
Method: DFT, wB97M-V/def2-TZVPD

```
! wB97M-V def2-TZVPD RIJCOSX def2/J DEFGRID3
* xyz 0 1
O 2.47290 0.59183 1.10015
N -1.44072 0.05422 -0.60252
C 2.07856 -0.46102 1.29974
C -0.79831 0.60403 0.60493
C -0.16541 -0.21010 -1.29821
C -0.36536 -0.69142 0.06950
H -0.14129 1.47039 0.48290
H 0.51856 0.62620 -1.46890
H -0.26043 -0.91689 -2.11860
H -1.44325 0.63329 1.48029
H -0.45525 -1.70053 0.45071
*
```

***

Calculated energy above the lowest of the compared OMol25 structures with the same formula, charge and spin in order - 90.9, 70.3, 36.4, 133.3, 101.9, 65.2 kcal/mol